1.
ORCA calculation (ωB97M-V with the def2-TZVPD basis set) on an isolated ion of composition C4H9NO and charge +1.

Atoms and positions in Å:
C  -0.72876  1.67661  -1.17570
N  0.13977  1.06636  -0.28856
C  -1.00523  -1.05719  0.38475
C  0.22664  -0.44426  -0.15620
C  1.47409  -0.54907  0.72110
O  -1.44808  1.16668  -1.99659
H  -0.47712  2.78136  -1.11083
H  0.24055  1.39558  0.67528
H  -1.49886  -0.48268  1.28597
H  -0.97599  -2.16894  0.58083
H  -1.78730  -0.95231  -0.33771
H  0.43776  -0.79069  -1.21601
H  2.27255  -1.20934  0.09535
H  1.85706  0.39595  0.79065
H  1.27292  -0.82807  1.74766

Properties
spin multiplicity: 2
total charge: +1
frontier orbital gap (spin up / spin down): 12.17 / 6.88 eV
HOMO level (spin up / spin down): -16.75 / -16.60 eV

***

2.
ORCA calculation (ωB97M-V with the def2-TZVPD basis set) on an isolated ion of composition C4H9NO and charge +1.

Atoms and positions in Å:
O  -2.41109  -0.63942  1.12393
C  -1.91815  0.31898  1.57531
C  -0.56602  0.76656  1.08850
C  0.11735  -0.40500  0.14493
C  1.15887  0.10699  -0.79430
N  1.25942  -0.71980  -2.07542
H  -2.43805  0.73329  2.51046
H  -0.88930  1.47626  0.34580
H  -0.06025  1.10600  2.00189
H  -0.64526  -0.77254  -0.46400
H  0.37771  -1.24914  0.74196
H  0.72616  1.00653  -1.21455
H  2.17984  0.17943  -0.30456
H  1.41409  -1.68161  -1.96128
H  1.69469  -0.22653  -2.71866

Properties
spin multiplicity: 2
total charge: +1
frontier orbital gap (spin up / spin down): 9.53 / 3.98 eV
HOMO level (spin up / spin down): -13.19 / -13.19 eV

***

3.
ORCA calculation (ωB97M-V with the def2-TZVPD basis set) on a single C4H9NO2 molecule.

Atoms and positions in Å:
C  1.81817  -0.26436  -0.33645
C  0.32132  -0.48402  -0.12777
C  -0.05246  -0.25144  1.34401
O  -1.25536  -0.84416  1.73610
N  -0.38782  0.40309  -1.06289
C  -1.62858  0.92741  -0.96515
O  -2.40331  0.84283  -0.02215
H  2.10182  -0.36967  -1.39023
H  2.39361  -0.99941  0.23420
H  2.10962  0.74034  -0.00790
H  0.06187  -1.52645  -0.35952
H  0.73669  -0.71210  1.94945
H  -0.03126  0.83146  1.54750
H  -1.95268  -0.32954  1.28914
H  0.06803  0.54199  -1.95486
H  -1.89967  1.49403  -1.87348

Properties
frontier orbital gap: 10.64 eV
HOMO level: -9.92 eV

***

4.
ORCA calculation (ωB97M-V with the def2-TZVPD basis set) on a single C4H9NO2 molecule.

Atoms and positions in Å:
C  -0.20265  2.21638  -0.08212
C  -0.49727  0.72929  0.02686
O  -1.13613  0.35033  -1.16834
C  0.76549  -0.09159  0.30474
N  0.47620  -1.46265  0.71717
C  0.06555  -2.41732  -0.14138
O  -0.12468  -2.25562  -1.33722
H  0.16007  2.63418  0.86280
H  -1.12584  2.73096  -0.36169
H  0.53633  2.40562  -0.86806
H  -1.16884  0.56183  0.88779
H  -0.88672  -0.56216  -1.39465
H  1.40226  -0.11842  -0.58765
H  1.34624  0.37134  1.10779
H  0.48167  -1.69303  1.69887
H  -0.09168  -3.39913  0.33511

Properties
frontier orbital gap: 10.62 eV
HOMO level: -9.93 eV